The following is a DFT calculation (wB97M-V/def2-TZVPD) of an isolated molecule of C6H11NS at a distorted geometry.

Positions of all 19 atoms, in Å:
N 2.748 -1.261 0.290
C 1.909 -0.429 -0.489
C 1.286 0.790 0.152
C 0.364 1.872 -0.236
C -1.033 1.440 0.261
C -0.757 -0.105 0.558
S -2.329 -0.881 -0.090
C 0.438 -0.341 -0.410
H 2.134 -1.467 1.051
H 3.706 -0.957 0.480
H 2.034 -0.386 -1.575
H 1.363 0.653 1.280
H 0.648 2.977 0.148
H 0.558 2.021 -1.319
H -1.366 1.853 1.212
H -1.836 1.424 -0.557
H -0.653 -0.367 1.610
H -1.782 -2.198 -0.526
H -0.028 0.018 -1.413

Values from the calculation:
- HOMO energy (eV) = -8.50
- largest force on an atom (eV/Å) = 5.5
- Kohn-Sham gap (Ha) = 0.345
- SMILES string = N[C@@H]1[C@H]2CC[C@@H](S)[C@H]12

natural (NBO) population analysis, charges in e, atoms 1 to 5: number 1, N, carries -0.8276; number 2, C, carries 0.0003; number 3, C, carries -0.2702; number 4, C, carries -0.4151; number 5, C, carries -0.4483

***

The following is a DFT calculation (wB97M-V/def2-TZVPD) of a cluster of 6 separate species, C10H32O6 in total at a distorted geometry.

Positions of all 48 atoms, in Å:
C 9.800 -13.617 -22.628
C 9.534 -12.651 -21.502
C 9.949 -13.243 -20.122
O 10.324 -11.466 -21.614
H 8.998 -14.330 -22.818
H 10.667 -14.261 -22.479
H 9.988 -13.181 -23.610
H 8.462 -12.452 -21.514
H 10.975 -13.610 -20.077
H 9.360 -14.147 -19.974
H 9.787 -12.544 -19.302
H 11.207 -11.841 -21.630
C 17.387 -10.017 -16.273
C 17.494 -8.659 -15.510
C 18.823 -7.998 -15.851
O 16.483 -7.815 -15.967
H 18.215 -10.600 -15.871
H 17.385 -9.845 -17.350
H 16.540 -10.640 -15.986
H 17.371 -8.864 -14.446
H 18.890 -7.697 -16.897
H 19.680 -8.628 -15.616
H 18.972 -7.056 -15.324
H 16.793 -7.466 -16.806
C 15.666 -7.021 -20.435
O 16.298 -6.281 -19.374
H 15.870 -8.091 -20.401
H 14.577 -7.063 -20.453
H 15.928 -6.601 -21.406
H 16.356 -5.352 -19.610
C 7.524 -6.975 -18.162
O 8.466 -6.173 -17.478
H 7.647 -8.043 -17.981
H 6.516 -6.611 -17.960
H 7.546 -6.892 -19.248
H 9.305 -6.632 -17.402
C 13.307 -12.039 -12.539
O 14.643 -12.476 -12.531
H 12.649 -12.883 -12.334
H 13.026 -11.238 -11.856
H 13.011 -11.741 -13.545
H 14.808 -13.329 -12.939
C 11.954 -9.006 -17.453
O 12.207 -7.647 -17.061
H 12.793 -9.323 -18.074
H 11.952 -9.654 -16.576
H 11.062 -9.129 -18.066
H 13.095 -7.454 -16.752

Values from the calculation:
- HOMO energy (eV) = -9.87
- largest force on an atom (eV/Å) = 2.1
- Kohn-Sham gap (Ha) = 0.381
- SMILES string = CC(C)O.CC(C)O.CO.CO.CO.CO

natural (NBO) population analysis, charges in e, atoms 1 to 5: number 1, C, carries -0.6518; number 2, C, carries 0.0851; number 3, C, carries -0.6282; number 4, O, carries -0.7051; number 5, H, carries 0.2181

***

The following is a DFT calculation (wB97M-V/def2-TZVPD) of an isolated molecule of C8H9N at a distorted geometry.

Positions of all 18 atoms, in Å:
C -2.377 2.150 1.535
C -1.588 1.367 0.852
C -0.938 0.313 0.261
C -1.325 -0.400 -0.940
C -0.472 -1.159 -1.648
C 0.984 -1.281 -1.374
C 1.462 -0.586 -0.320
N 2.798 -0.476 -0.028
C 0.505 -0.083 0.726
H -2.842 1.662 2.457
H -2.365 3.225 1.426
H -2.372 -0.486 -1.229
H -0.834 -1.325 -2.637
H 1.601 -1.711 -2.060
H 3.501 -0.863 -0.657
H 3.065 -0.100 0.896
H 0.856 0.763 1.349
H 0.342 -1.007 1.391

Values from the calculation:
- HOMO energy (eV) = -7.05
- largest force on an atom (eV/Å) = 3.8
- Kohn-Sham gap (Ha) = 0.291
- SMILES string = C=C=C1C=CC=C(N)C1

natural (NBO) population analysis, charges in e, atoms 1 to 5: number 1, C, carries -0.4865; number 2, C, carries 0.0827; number 3, C, carries -0.0983; number 4, C, carries -0.2562; number 5, C, carries -0.1674

***

The following is a DFT calculation (wB97M-V/def2-TZVPD) of a structure of composition C3H12AlO7P at a distorted geometry.

Positions of all 24 atoms, in Å:
Al -0.176 1.460 -0.153
P -1.563 -1.589 0.764
O -2.330 -0.229 0.820
O -0.999 -1.713 2.235
O -0.377 -1.420 -0.173
O -2.615 -2.685 0.447
C -4.048 1.302 -2.140
O -2.900 1.209 -1.319
H -3.881 2.207 -2.724
H -4.175 0.433 -2.785
H -4.985 1.377 -1.587
H -3.076 0.593 -0.603
C 2.279 -0.031 2.731
O 1.189 -0.119 1.880
H 2.524 1.001 2.981
H 2.015 -0.530 3.663
H 3.085 -0.623 2.297
H 0.736 -0.951 2.038
C 3.409 0.228 -1.606
O 2.386 0.061 -0.732
H 3.640 1.286 -1.731
H 4.298 -0.244 -1.188
H 3.131 -0.149 -2.590
H 2.433 -0.875 -0.525

Values from the calculation:
- HOMO energy (eV) = -10.15
- largest force on an atom (eV/Å) = 2.4
- Kohn-Sham gap (Ha) = 0.195

natural (NBO) population analysis, charges in e, atoms 1 to 5: number 1, Al, carries 0.9115; number 2, P, carries 2.3921; number 3, O, carries -0.9086; number 4, O, carries -0.7079; number 5, O, carries -1.0440